20
Properties=species:S:1:pos:R:3:nbo_charge:R:1 method="wB97M-V/def2-TZVPD" e_lumo_ha="0.23774 / 0.23246" largest_force_ha_per_bohr=0.090 e_tot_ev=-55812.5636 gap_ev="3.80 / 4.08" multiplicity=5 charge=-2
C -0.839 0.288 -1.137 -0.482
C 0.538 0.642 -1.061 -0.385
C 0.775 1.392 0.116 -0.389
C -0.482 1.702 0.708 -0.229
C -1.635 1.282 -0.064 -0.151
Fe 0.097 -0.609 0.536 0.922
N -2.667 1.262 0.919 -1.102
C 0.634 -2.157 -0.282 -0.673
C 1.924 -1.610 0.012 -0.708
H 1.704 1.583 0.605 0.211
H 1.342 0.197 -1.586 0.199
H -0.643 2.360 1.577 0.210
H -2.175 1.987 -0.819 0.103
H -1.300 0.031 -2.115 0.186
H 2.566 -1.389 -0.841 0.175
H 0.066 -2.854 0.403 0.182
H -2.978 0.254 0.803 0.264
H 2.346 -1.858 0.990 0.193
H 0.319 -2.299 -1.356 0.187
Cl 0.406 -0.206 2.590 -0.711